{"formula": "C23H44Cl14N2O16S4", "method": "the ωB97M-V functional and the def2-TZVPD basis", "symbols": ["C", "C", "O", "S", "O", "O", "O", "H", "H", "H", "H", "C", "C", "O", "S", "O", "O", "O", "H", "H", "H", "H", "C", "C", "O", "S", "O", "O", "O", "H", "H", "H", "H", "C", "C", "O", "S", "O", "O", "O", "H", "H", "H", "H", "C", "Cl", "Cl", "H", "H", "C", "Cl", "Cl", "H", "H", "C", "Cl", "Cl", "H", "H", "C", "Cl", "Cl", "H", "H", "C", "Cl", "Cl", "H", "H", "C", "Cl", "Cl", "H", "H", "C", "Cl", "Cl", "H", "H", "C", "C", "C", "C", "N", "H", "H", "H", "H", "H", "H", "H", "C", "C", "C", "C", "N", "H", "H", "H", "H", "H", "H", "H"], "coordinates": [[-5.4293, -1.9964, -1.5747], [-5.4985, -3.4863, -1.7788], [-4.1949, -4.0095, -1.4546], [-3.1724, -2.8294, -1.1385], [-2.5016, -2.4257, -2.3253], [-2.4800, -3.1831, 0.0385], [-4.2919, -1.7886, -0.7241], [-6.2948, -1.6735, -1.0163], [-5.3669, -1.3923, -2.4644], [-5.8121, -3.8169, -2.7523], [-6.1400, -3.9771, -1.0937], [0.0637, 2.4435, -4.0326], [-1.3347, 2.2826, -3.7218], [-2.0028, 1.7693, -4.9001], [-1.0089, 0.6589, -5.4109], [-0.9446, 0.7350, -6.8263], [-1.3085, -0.5977, -4.7999], [0.4124, 1.2440, -4.8351], [0.6928, 2.5024, -3.2174], [0.1828, 3.3250, -4.7248], [-1.8819, 3.2303, -3.5246], [-1.5390, 1.5407, -2.8894], [3.8303, -5.9373, 1.0767], [2.5739, -5.0937, 0.9668], [2.9250, -3.8803, 1.8066], [3.7524, -4.2537, 3.0062], [2.8842, -4.6800, 4.0381], [4.6740, -3.2313, 3.3915], [4.4132, -5.5171, 2.3699], [4.6140, -5.7192, 0.3181], [3.5954, -7.0094, 1.0787], [1.5744, -5.5218, 1.3692], [2.5361, -4.8281, -0.0577], [-5.2203, 4.5463, 1.4506], [-4.2382, 5.1637, 0.3881], [-4.0199, 4.0659, -0.5664], [-3.9786, 2.7432, 0.3522], [-2.8403, 2.8415, 1.2811], [-4.1468, 1.5834, -0.4078], [-5.3390, 3.1541, 1.2016], [-6.2430, 4.8648, 1.4433], [-4.6364, 4.6443, 2.3662], [-3.2353, 5.4477, 0.8595], [-4.7266, 5.9757, -0.2040], [-0.4416, -3.7297, -4.5480], [1.1071, -3.5735, -3.7653], [-0.7546, -5.3497, -5.2061], [-1.1061, -3.5011, -3.6878], [-0.5832, -2.9350, -5.3013], [-3.5600, -0.9745, 2.7779], [-3.4095, -1.5113, 4.4815], [-4.8239, 0.2326, 2.5407], [-2.6457, -0.5307, 2.4120], [-3.7468, -1.8444, 2.1547], [5.9951, -2.1937, -3.0260], [6.5323, -3.9050, -2.9692], [4.3489, -2.0329, -3.6369], [6.0214, -1.6588, -2.1323], [6.6232, -1.5726, -3.7405], [6.1547, -0.1172, 1.5910], [7.4921, -0.9380, 0.8191], [4.5854, -0.8325, 1.2039], [6.3027, -0.1273, 2.6879], [6.2403, 0.9523, 1.3208], [-0.3246, -3.8312, 3.9655], [-1.3887, -4.2660, 5.1924], [-1.1479, -3.3940, 2.4680], [0.2618, -2.8934, 4.2314], [0.3654, -4.6063, 3.7380], [-0.1825, -0.8740, -1.1841], [1.1351, -1.4646, -0.1272], [-1.5579, -0.0749, -0.3996], [0.3306, -0.1339, -1.8260], [-0.4871, -1.6758, -1.8166], [4.1654, 1.5599, -1.2756], [5.7110, 0.9774, -1.8888], [3.6027, 3.0566, -2.1209], [3.3665, 0.8731, -1.4163], [4.2899, 1.7441, -0.2420], [1.3130, 6.1697, 0.7760], [0.7407, 4.9322, 1.3424], [0.4684, 3.8501, 0.2983], [-0.4480, 4.3605, -0.7392], [-1.0473, 4.9827, -1.5280], [0.7236, 6.4423, -0.0712], [2.3387, 6.0651, 0.3244], [1.4206, 7.0371, 1.4783], [-0.2134, 5.1315, 1.8449], [1.3160, 4.4528, 2.1560], [0.0473, 2.9859, 0.7141], [1.4875, 3.6259, -0.1708], [-0.8267, 1.7367, 3.6335], [-0.1604, 0.5079, 3.0545], [1.3083, 0.4537, 3.4496], [2.0852, 1.5702, 2.9179], [2.7477, 2.4326, 2.5374], [-0.4220, 2.6354, 3.2018], [-0.6715, 1.7899, 4.7382], [-1.8710, 1.7971, 3.3575], [-0.2896, 0.5536, 1.9844], [-0.5924, -0.4458, 3.3334], [1.7895, -0.5364, 3.2614], [1.3866, 0.7019, 4.4698]], "atomic_forces_ev_per_a": [[-0.488, 0.535, 0.534], [0.514, -0.748, -0.169], [0.435, 0.162, -0.545], [-1.090, -0.504, 0.421], [-0.111, -0.076, -0.071], [0.639, -0.006, 0.002], [0.067, 0.230, -0.294], [-0.147, 0.257, 0.195], [0.337, 0.028, -0.444], [0.217, 0.146, -0.664], [-0.773, -0.199, 0.869], [0.703, 0.590, -3.833], [-3.767, 0.211, 2.365], [1.159, -0.084, 0.170], [0.994, -0.937, -1.536], [-0.126, -0.052, -0.027], [0.261, 0.420, 0.331], [-1.764, 0.290, 0.697], [1.356, 0.107, 1.684], [0.201, -0.780, 0.770], [0.684, -0.605, 0.260], [0.300, 0.874, -0.707], [0.723, 0.214, 1.163], [-0.600, 0.288, 1.764], [-1.909, 0.324, -3.835], [0.974, 0.078, 2.704], [-0.825, -0.664, 0.824], [-0.021, -0.644, -1.135], [0.921, -1.359, -0.770], [-0.777, -0.013, 0.388], [0.272, 0.309, 0.296], [1.934, 0.623, -0.642], [-0.773, 0.946, -0.782], [1.590, 0.014, 0.299], [-0.087, 0.133, -0.676], [0.145, -0.396, 1.003], [1.206, 2.131, 2.768], [-1.930, -0.037, -1.698], [-0.578, -0.717, -0.851], [1.600, -1.339, -1.494], [-0.190, 0.840, 0.193], [-0.901, 0.285, 0.535], [-1.538, -0.256, -0.826], [0.749, -0.600, 0.558], [-1.341, 0.915, 0.820], [1.104, 0.001, -0.026], [0.067, 0.395, 0.091], [-0.115, -0.552, -1.115], [0.280, -0.722, 0.211], [0.137, -0.340, -0.065], [-0.027, 0.422, -0.656], [-0.217, -0.109, 0.159], [0.299, 0.094, 0.377], [-0.283, -0.013, 0.189], [0.752, 0.451, -2.757], [-0.149, 0.966, 0.206], [-0.341, -0.179, -0.010], [0.179, -0.015, 1.920], [-0.487, -1.315, 0.731], [0.301, 1.140, 1.127], [0.233, -0.325, -0.169], [0.128, 0.295, -0.129], [-0.198, -0.453, -0.659], [-0.544, -0.674, -0.282], [1.756, 2.639, -0.854], [-1.112, -0.664, 1.562], [-0.135, -0.123, -0.478], [-0.696, -1.356, -0.007], [0.469, -0.638, -0.009], [1.378, 1.167, -0.526], [-0.470, 0.065, 0.223], [0.527, -0.187, -0.058], [-0.540, -0.240, 0.369], [-0.496, -0.522, -0.024], [-0.038, 0.725, -0.861], [-0.185, 0.109, -0.070], [0.314, -0.347, 0.351], [-0.227, -0.891, -0.270], [0.040, 0.513, 0.926], [2.114, 1.397, -0.241], [-0.837, -1.235, 1.751], [1.822, 1.079, -1.425], [-0.492, 1.592, -1.420], [0.931, -1.588, 1.444], [-0.629, 0.714, -0.472], [-0.725, -0.371, 0.598], [-0.434, -0.871, -0.477], [-0.085, 0.282, -0.160], [0.202, 0.329, -0.591], [-0.444, -1.374, 0.710], [-1.486, -0.061, 0.300], [-0.145, -0.241, 0.985], [0.152, 0.133, -0.251], [0.329, -0.280, -1.012], [0.715, -0.064, -0.910], [-0.300, -0.212, 0.051], [0.550, 0.440, -0.172], [-0.397, 0.000, -0.736], [-0.390, -0.235, 0.307], [0.278, -0.111, -0.520], [-0.382, -0.049, 0.437], [-0.181, 0.916, -0.030], [-0.113, -0.440, 1.806]], "lowdin_charge": [-0.14, -0.14, -0.17, 0.55, -0.25, -0.30, -0.21, 0.14, 0.13, 0.13, 0.12, -0.16, -0.21, -0.17, 0.60, -0.22, -0.24, -0.18, 0.08, 0.16, 0.14, 0.13, -0.10, -0.07, -0.24, 0.47, -0.24, -0.25, -0.20, 0.14, 0.14, 0.17, 0.11, -0.17, -0.13, -0.22, 0.58, -0.28, -0.26, -0.23, 0.13, 0.12, 0.14, 0.14, -1.06, 0.52, 0.51, -0.01, 0.03, -1.02, 0.51, 0.59, -0.02, 0.01, -1.05, 0.49, 0.49, -0.08, 0.05, -1.04, 0.53, 0.55, 0.04, 0.03, -1.10, 0.59, 0.58, 0.05, -0.01, -0.95, 0.54, 0.66, 0.03, -0.02, -0.98, 0.57, 0.51, 0.00, -0.02, -0.12, -0.29, -0.18, -0.21, 0.17, 0.05, 0.10, 0.09, 0.11, 0.09, 0.07, 0.11, -0.08, -0.27, -0.17, -0.22, 0.16, 0.05, 0.10, 0.05, 0.05, 0.07, 0.13, 0.10], "homo_ev": -10.4, "gap_ev": 10.5586, "e_tot_ha": -10251.392388, "molar_mass_g_mol": 1229.2, "lumo_ha": 0.0069}